{
  "formula": "C4H8O2",
  "method": "ωB97M-V with the def2-TZVPD basis set",
  "homo_energy_ev": -7.693,
  "max_force_ha_per_bohr": 0.0059,
  "homo_lumo_gap_ha": 0.314,
  "symbols": ["O", "C", "C", "C", "C", "O", "H", "H", "H", "H", "H", "H", "H", "H"],
  "coordinates": [[-1.468299, 1.255473, 0.307211], [-0.314139, 1.074720, -0.422186], [0.826688, 0.714481, 0.527740], [1.157104, -0.689216, 0.023871], [-0.230019, -1.027058, -0.501787], [-1.204238, -1.361310, 0.396986], [-2.139087, 1.623772, -0.283355], [-0.450898, 0.197865, -1.227823], [1.647244, 1.438929, 0.505347], [0.449819, 0.672926, 1.557357], [1.859582, -0.658593, -0.816922], [1.544931, -1.392648, 0.767965], [-0.297274, -1.676072, -1.382659], [-1.558232, -0.529679, 0.781155]],
  "atomic_forces_ev_per_a": [[-0.18, 0.19, -0.16], [0.12, -0.10, 0.12], [0.12, 0.09, 0.06], [0.03, -0.02, 0.01], [0.16, -0.16, -0.14], [-0.06, 0.12, 0.07], [0.07, -0.05, 0.15], [0.00, -0.06, -0.11], [-0.12, -0.10, 0.00], [0.02, -0.01, -0.12], [-0.12, 0.01, 0.10], [-0.05, 0.08, -0.10], [0.01, 0.13, 0.09], [0.00, -0.13, 0.02]],
  "nbo_charge": [-0.716, 0.022, -0.481, -0.448, 0.092, -0.707, 0.496, 0.215, 0.219, 0.205, 0.213, 0.220, 0.182, 0.488]
}